# 1
Formula: C8H14N2
Source: the Open Molecules 2025 dataset
Level of theory: ωB97M-V with the def2-TZVPD basis set

Calculated values
Orbital gap: 11.038 eV
SMILES: CCCC#N.CCCC#N
HOMO: -10.800 eV

Each line ends with the natural charge from an NBO analysis.
Positions of all 24 atoms, in Å:
C (-2.16, 0.69, -0.30)  -0.627
C (-1.34, -0.06, 0.80)  -0.401
C (-2.14, -0.68, 1.90)  -0.507
C (-3.18, 0.20, 2.46)  0.290
N (-3.99, 0.91, 2.84)  -0.336
H (-2.71, 0.01, -0.94)  0.210
H (-1.44, 1.24, -0.90)  0.210
H (-2.86, 1.46, 0.04)  0.235
H (-0.54, 0.58, 1.16)  0.201
H (-0.70, -0.80, 0.32)  0.225
H (-1.58, -1.18, 2.69)  0.249
H (-2.72, -1.42, 1.34)  0.243
C (0.90, -0.42, 0.16)  -0.608
C (2.07, -0.63, -0.91)  -0.374
C (2.72, 0.66, -1.48)  -0.534
C (3.65, 0.51, -2.56)  0.288
N (4.51, 0.39, -3.39)  -0.323
H (-0.07, -0.18, -0.26)  0.219
H (1.08, 0.01, 1.14)  0.218
H (0.78, -1.47, 0.44)  0.205
H (1.62, -1.19, -1.73)  0.211
H (2.88, -1.19, -0.45)  0.208
H (3.33, 1.17, -0.74)  0.250
H (1.89, 1.36, -1.61)  0.247

=====

# 2
Formula: C15H20N7PtS
Source: the Open Molecules 2025 dataset
Level of theory: ωB97M-V with the def2-TZVPD basis set

Calculated values
⟨S²⟩: 2.018
Total charge: +1
Orbital gap (alpha / beta): 6.633 / 5.243 eV
Multiplicity: 3
HOMO (alpha / beta): -8.848 / -10.562 eV

Each line ends with the natural charge from an NBO analysis.
Positions of all 44 atoms, in Å:
Pt (-0.19, -0.05, -0.08)  1.005
C (-2.32, -3.33, 4.47)  -0.619
C (-0.95, -3.65, 3.89)  -0.216
N (-0.88, -3.50, 2.44)  -0.588
C (-0.77, -2.30, 1.84)  0.269
S (-0.66, -2.30, 0.07)  -0.079
N (-0.76, -1.20, 2.53)  -0.342
N (-0.58, -0.07, 1.83)  -0.328
C (-0.76, 1.15, 2.43)  0.242
C (-1.27, 1.25, 3.82)  -0.671
C (-0.44, 2.25, 1.62)  0.078
C (-0.39, 3.59, 2.06)  -0.196
C (-0.02, 4.58, 1.20)  -0.171
C (0.29, 4.26, -0.14)  -0.283
C (0.21, 2.95, -0.54)  0.033
N (-0.14, 1.96, 0.29)  -0.519
H (-2.34, -3.58, 5.53)  0.222
H (-3.10, -3.89, 3.97)  0.211
H (-2.53, -2.26, 4.37)  0.213
H (-0.68, -4.69, 4.11)  0.209
H (-0.20, -3.00, 4.33)  0.211
H (-1.04, -4.29, 1.86)  0.409
H (-1.83, 0.36, 4.08)  0.257
H (-1.91, 2.13, 3.93)  0.234
H (-0.45, 1.34, 4.54)  0.245
H (-0.64, 3.82, 3.09)  0.234
H (0.04, 5.61, 1.53)  0.234
H (0.58, 5.03, -0.85)  0.237
H (0.41, 2.66, -1.56)  0.209
N (3.10, 1.14, 0.06)  -0.328
C (4.41, 0.81, 0.00)  -0.026
C (4.47, -0.56, -0.07)  -0.332
C (3.13, -0.98, -0.03)  -0.027
N (2.31, 0.06, 0.05)  -0.325
H (2.69, 2.06, 0.14)  0.421
H (5.19, 1.56, 0.00)  0.236
H (5.35, -1.17, -0.13)  0.247
H (2.73, -1.98, -0.05)  0.228
C (-0.02, -0.07, -4.65)  -0.735
C (0.00, -0.04, -3.21)  0.484
N (0.01, 0.00, -2.07)  -0.426
H (-0.09, -1.11, -4.99)  0.283
H (0.89, 0.37, -5.05)  0.279
H (-0.89, 0.48, -5.02)  0.281

=====

# 3
Formula: CH3OP
Source: the Open Molecules 2025 dataset
Level of theory: ωB97M-V with the def2-TZVPD basis set

Calculated values
Orbital gap: 10.523 eV
SMILES: C1OP1
HOMO: -9.764 eV

Each line ends with the natural charge from an NBO analysis.
Positions of all 6 atoms, in Å:
C (-0.51, -0.16, 0.32)  -0.356
O (0.51, -1.00, -0.20)  -0.733
P (1.13, 0.52, 0.02)  0.794
H (-1.35, -0.19, -0.28)  0.197
H (-0.70, -0.53, 1.35)  0.190
H (0.92, 1.36, -1.21)  -0.091